1.
This record from OMol25 describes C14H20F3NPtS4 as an isolated structure in a non-equilibrium geometry. The level of theory is ωB97M-V/def2-TZVPD.

Positions of all 43 atoms, in Å:
Pt: -0.85 0.88 0.17
C: 2.32 0.37 0.03
C: 2.35 1.82 -0.43
S: 0.73 2.57 -0.91
C: 0.52 3.92 0.30
C: 0.18 3.50 1.71
S: -1.43 2.64 1.72
C: -1.33 1.66 3.26
C: -2.29 0.49 3.18
S: -2.00 -0.70 1.82
C: -0.53 -1.65 2.39
C: 0.72 -1.53 1.53
S: 1.25 0.21 1.50
H: 3.32 0.05 0.30
H: 1.93 -0.30 -0.75
H: 2.96 1.88 -1.33
H: 2.79 2.47 0.33
H: -0.27 4.54 -0.13
H: 1.44 4.51 0.29
H: 0.08 4.39 2.34
H: 0.93 2.84 2.14
H: -1.62 2.31 4.09
H: -0.30 1.33 3.40
H: -3.32 0.82 3.03
H: -2.27 -0.08 4.11
H: -0.85 -2.70 2.39
H: -0.33 -1.36 3.42
H: 0.54 -1.85 0.51
H: 1.52 -2.13 1.96
F: -0.70 -4.79 -4.02
C: 0.02 -3.70 -4.25
F: -0.08 -3.37 -5.53
F: 1.31 -3.98 -3.99
C: -0.39 -2.55 -3.35
C: 0.21 -1.31 -3.51
C: -0.07 -0.32 -2.59
N: -0.88 -0.52 -1.54
C: -1.51 -1.69 -1.43
C: -1.29 -2.74 -2.31
H: 0.87 -1.11 -4.34
H: 0.37 0.66 -2.70
H: -2.23 -1.80 -0.63
H: -1.81 -3.68 -2.19

Calculated values
Net charge: +2
Highest occupied orbital energy (alpha / beta) in eV: -14.3 / -14.3
Frontier orbital gap (alpha / beta) in Eh: 0.23099 / 0.23133
LUMO (alpha / beta) in eV: -8.005 / -8.001
ΔE to the lowest compared entry with this formula, charge and spin in eV: 0.9334
E_tot in eV: -71059.1210
2S+1: 1

Here are the natural (NBO) charges for atoms 1 to 4, given in e: Pt 0.5667; C -0.5296; C -0.5399; S 0.3896

2.
This record from OMol25 describes a 4-piece molecular cluster, C16H29N3O10 overall in a non-equilibrium geometry. The level of theory is ωB97M-V/def2-TZVPD.

Positions of all 58 atoms, in Å:
N: 1.21 1.26 -8.17
C: 1.24 0.24 -7.62
C: 1.28 -0.99 -6.88
C: 0.13 -1.02 -5.84
C: -0.95 -1.82 -6.37
N: -1.84 -2.47 -6.74
C: 0.53 -1.59 -4.49
C: 1.41 -0.65 -3.71
O: 2.59 -0.33 -4.44
C: 0.67 0.59 -3.24
N: 1.05 1.78 -3.98
H: 1.14 -1.78 -7.60
H: 2.24 -1.11 -6.43
H: -0.25 -0.02 -5.71
H: -0.37 -1.70 -3.91
H: 1.00 -2.55 -4.57
H: 1.71 -1.19 -2.83
H: 3.33 -0.40 -3.84
H: 0.84 0.71 -2.17
H: -0.40 0.47 -3.36
H: 0.71 2.58 -3.48
H: 2.06 1.89 -3.99
C: 1.83 -0.70 2.03
O: 2.62 0.42 2.42
C: 2.57 1.45 1.58
O: 1.91 1.52 0.58
O: 3.37 2.40 2.05
C: 3.42 3.58 1.24
H: 1.93 -1.45 2.81
H: 0.78 -0.43 1.94
H: 2.19 -1.12 1.09
H: 2.43 4.04 1.18
H: 3.79 3.36 0.25
H: 4.10 4.26 1.74
C: -0.96 -0.50 5.19
O: -0.55 -1.80 4.75
C: -1.03 -2.80 5.49
O: -1.73 -2.69 6.46
O: -0.58 -3.94 4.97
C: -1.01 -5.11 5.68
H: -0.51 0.21 4.50
H: -2.04 -0.40 5.15
H: -0.60 -0.31 6.20
H: -2.10 -5.19 5.66
H: -0.65 -5.10 6.70
H: -0.58 -5.96 5.16
C: -5.23 2.38 3.02
O: -4.47 2.17 1.83
C: -3.16 2.03 2.04
O: -2.61 2.05 3.10
O: -2.57 1.84 0.86
C: -1.16 1.68 0.95
H: -6.27 2.48 2.70
H: -5.14 1.53 3.69
H: -4.92 3.29 3.52
H: -0.91 0.81 1.56
H: -0.69 2.57 1.35
H: -0.79 1.51 -0.06

Calculated values
Highest occupied orbital energy in eV: -9.6
Frontier orbital gap in Eh: 0.35515
SMILES: N#CC[C@@H](C#N)C[C@@H](O)CN.COC(=O)OC.COC(=O)OC.COC(=O)OC
LUMO in eV: 0.050
E_tot in eV: -42006.6415
2S+1: 1

Here are the natural (NBO) charges for atoms 1 to 4, given in e: N -0.3149; C 0.2886; C -0.5097; C -0.3294

3.
This record from OMol25 describes a 14-piece molecular cluster, C22H66BrN3O13 overall in a non-equilibrium geometry. The level of theory is ωB97M-V/def2-TZVPD.

Positions of all 105 atoms, in Å:
N: 2.24 -1.12 2.97
C: 1.36 -1.15 2.29
C: 0.02 -1.06 1.56
Br: -1.17 -2.29 2.48
C: -0.50 0.41 1.51
C: 0.57 1.19 0.68
N: 1.35 1.64 0.01
C: -1.88 0.55 0.75
C: -2.70 1.79 1.17
C: -3.37 1.72 2.58
C: -4.00 0.34 2.97
C: -5.29 -0.05 2.17
N: -5.07 -0.45 0.77
H: 0.18 -1.40 0.52
H: -0.52 0.90 2.50
H: -2.44 -0.40 0.82
H: -1.64 0.68 -0.34
H: -3.50 2.05 0.44
H: -2.03 2.68 1.19
H: -4.15 2.50 2.72
H: -2.58 1.95 3.33
H: -3.22 -0.45 2.98
H: -4.33 0.44 4.04
H: -6.08 0.71 2.24
H: -5.69 -0.96 2.68
H: -4.44 -1.24 0.69
H: -4.80 0.32 0.18
C: 4.91 1.97 -0.85
O: 4.29 0.73 -0.54
H: 5.89 1.77 -1.26
H: 4.31 2.51 -1.58
H: 5.01 2.57 0.06
H: 3.42 0.93 -0.18
C: 3.56 0.85 6.38
O: 2.79 0.72 5.18
H: 3.27 1.77 6.88
H: 3.37 0.00 7.04
H: 4.63 0.89 6.14
H: 3.07 -0.09 4.75
C: -0.33 0.74 -3.16
O: -0.45 -0.17 -2.07
H: -0.81 1.68 -2.88
H: 0.72 0.92 -3.37
H: -0.83 0.34 -4.04
H: -0.03 -0.99 -2.35
C: 1.00 5.69 -0.70
O: 0.87 4.77 0.38
H: 0.51 6.62 -0.42
H: 2.06 5.88 -0.89
H: 0.53 5.29 -1.59
H: 1.31 3.95 0.11
C: 2.26 5.48 -4.41
O: 2.13 4.55 -3.34
H: 1.77 6.41 -4.13
H: 3.32 5.68 -4.61
H: 1.79 5.08 -5.31
H: 2.57 3.74 -3.61
C: -1.71 -6.42 4.09
O: -2.70 -5.54 3.57
H: -2.14 -7.42 4.15
H: -0.85 -6.44 3.43
H: -1.41 -6.10 5.09
H: -2.31 -4.66 3.53
C: -0.84 -1.99 -6.50
O: -0.12 -1.68 -5.32
H: -1.36 -1.10 -6.85
H: -0.15 -2.33 -7.28
H: -1.58 -2.77 -6.29
H: 0.32 -2.49 -5.04
C: 2.46 3.60 3.03
O: 2.44 3.70 4.44
H: 2.29 4.59 2.61
H: 3.44 3.23 2.69
H: 1.67 2.93 2.69
H: 2.59 2.82 4.79
C: -0.53 -1.62 6.52
O: -0.01 -0.96 5.38
H: -1.54 -1.97 6.28
H: 0.10 -2.48 6.77
H: -0.58 -0.94 7.36
H: 0.88 -0.65 5.60
C: -0.15 8.52 -2.73
O: -0.78 7.28 -2.42
H: 0.83 8.32 -3.14
H: -0.75 9.07 -3.47
H: -0.05 9.12 -1.82
H: -1.65 7.48 -2.06
C: 2.19 -6.82 4.06
O: 1.17 -7.64 3.48
H: 1.74 -5.88 4.36
H: 2.61 -7.31 4.94
H: 2.98 -6.63 3.33
H: 1.59 -8.47 3.22
C: 1.45 -4.56 -6.81
O: 1.38 -4.36 -5.40
H: 1.29 -3.61 -7.30
H: 2.44 -4.94 -7.08
H: 0.68 -5.27 -7.13
H: 1.53 -5.22 -4.99
C: -3.52 -5.26 -7.22
O: -2.43 -5.58 -8.09
H: -3.15 -5.24 -6.20
H: -3.92 -4.28 -7.48
H: -4.30 -6.02 -7.31
H: -2.77 -5.59 -8.99

Calculated values
Highest occupied orbital energy in eV: -8.8
Frontier orbital gap in Eh: 0.33255
LUMO in eV: 0.215
ΔE to the lowest compared entry with this formula, charge and spin in eV: 0.0000
E_tot in eV: -125007.5766
2S+1: 1

Here are the Löwdin charges for atoms 1 to 4, given in e: N 0.2035; C -0.2423; C -0.5971; Br 0.8398

4.
This record from OMol25 describes a 3-piece molecular cluster, C3H12N2O overall in a non-equilibrium geometry. The level of theory is ωB97M-V/def2-TZVPD.

Positions of all 18 atoms, in Å:
C: 2.51 -0.97 -1.14
C: 2.33 -2.23 -0.77
N: -0.48 2.12 5.93
H: 3.40 -0.55 -1.58
H: -2.08 -1.28 -2.83
H: 1.62 -0.34 -1.09
H: 3.25 -2.82 -0.95
H: 1.92 -2.71 0.10
H: -1.17 1.40 5.89
H: -0.81 3.06 6.10
H: -0.04 2.17 5.02
N: -1.36 0.91 -2.74
C: -1.57 0.09 -1.60
O: -1.68 -1.31 -1.94
H: -0.66 0.52 -3.34
H: -2.10 1.43 -3.18
H: -2.40 0.33 -0.93
H: -0.69 0.18 -0.95

Calculated values
Highest occupied orbital energy in eV: -9.5
Frontier orbital gap in Eh: 0.38366
SMILES: C=C.NCO.N
LUMO in eV: 0.961
ΔE to the lowest compared entry with this formula, charge and spin in eV: 2.2931
E_tot in eV: -8331.0290
2S+1: 1

Here are the natural (NBO) charges for atoms 1 to 4, given in e: C -0.3612; C -0.4028; N -1.0797; H 0.1978

5.
This record from OMol25 describes one molecule with the formula C22H26F3N3O4. The level of theory is ωB97M-V/def2-TZVPD.

Positions of all 58 atoms, in Å:
C: -4.26 3.49 0.28
H: -4.11 4.04 1.21
O: -4.05 2.11 0.46
C: -2.83 1.70 0.90
C: -1.75 2.52 1.13
C: -0.52 2.02 1.57
C: -0.40 0.65 1.79
C: -1.48 -0.19 1.57
C: -2.70 0.32 1.14
O: -3.82 -0.43 0.91
C: -3.79 -1.80 1.22
H: -4.82 -2.15 1.15
C: -2.94 -2.63 0.24
O: -2.42 -3.67 0.56
N: -2.90 -2.05 -0.99
C: -2.25 -2.48 -2.14
C: -1.53 -3.67 -2.19
C: -0.91 -4.04 -3.38
C: -0.98 -3.24 -4.51
C: -1.70 -2.05 -4.45
C: -2.32 -1.67 -3.28
H: -2.87 -0.74 -3.23
H: -1.76 -1.42 -5.32
H: -0.50 -3.54 -5.42
C: -0.13 -5.32 -3.40
F: 0.22 -5.71 -4.64
F: 1.02 -5.21 -2.71
F: -0.80 -6.34 -2.86
H: -1.47 -4.30 -1.32
H: -3.39 -1.17 -1.07
H: -3.43 -1.99 2.24
H: -1.36 -1.25 1.73
H: 0.52 0.21 2.13
C: 0.57 3.02 1.78
O: 0.36 4.22 1.64
N: 1.77 2.53 2.14
H: 1.96 1.54 2.11
C: 2.95 3.34 2.25
H: 2.63 4.37 2.42
H: 3.51 3.00 3.13
C: 3.84 3.27 1.00
H: 3.47 3.96 0.25
H: 4.85 3.58 1.27
C: 3.85 1.87 0.37
N: 3.92 0.80 1.35
C: 3.58 -0.48 0.76
H: 3.58 -1.25 1.54
H: 4.28 -0.79 -0.03
H: 2.58 -0.43 0.33
C: 5.22 0.73 1.99
H: 5.21 -0.05 2.75
H: 6.03 0.50 1.27
H: 5.45 1.68 2.46
H: 4.67 1.81 -0.36
H: 2.91 1.73 -0.18
H: -1.80 3.59 0.97
H: -3.60 3.90 -0.49
H: -5.30 3.59 -0.03

Calculated values
Highest occupied orbital energy in eV: -8.6
Frontier orbital gap in Eh: 0.33308
SMILES: COc1cc(C(=O)NCCCN(C)C)ccc1OCC(=O)Nc1cccc(C(F)(F)F)c1
LUMO in eV: 0.489
ΔE to the lowest compared entry with this formula, charge and spin in eV: 0.0442
E_tot in eV: -44049.7580
2S+1: 1

Here are the natural (NBO) charges for atoms 1 to 4, given in e: C -0.2522; H 0.1826; O -0.4872; C 0.2455

6.
This record from OMol25 describes C12H14Br3F8I2N4O3S as an isolated structure in a non-equilibrium geometry. The level of theory is ωB97M-V/def2-TZVPD.

Positions of all 47 atoms, in Å:
C: 4.72 0.00 0.45
C: 3.18 0.57 0.29
O: 3.27 2.00 -0.03
C: 2.31 -0.29 -0.85
N: 1.18 -1.10 -0.17
C: 0.12 -0.28 0.14
N: 0.02 1.21 -0.06
C: -1.31 1.66 0.47
C: -1.58 3.25 0.34
C: -0.65 4.07 -0.73
C: 0.91 4.33 -0.21
I: -0.75 3.29 -2.80
N: -2.03 0.45 0.98
S: -3.62 0.55 1.70
O: -3.68 0.01 3.18
O: -4.10 2.04 1.87
C: -4.99 -0.23 0.62
F: -4.45 -0.90 -0.60
F: -5.86 0.89 0.08
C: -6.02 -1.18 1.49
F: -7.15 -1.74 0.70
F: -5.36 -2.27 2.24
F: -6.63 -0.25 2.52
N: -1.18 -0.66 0.75
I: -2.05 -2.40 1.33
C: 1.31 -2.58 0.09
F: 1.25 -2.95 1.55
F: 0.40 -3.43 -0.75
F: 2.67 -3.15 -0.28
H: 5.40 0.92 0.79
H: 5.19 -0.40 -0.55
H: 4.73 -0.76 1.33
H: 2.64 0.40 1.31
H: 2.67 2.24 -0.80
H: 3.10 -0.95 -1.40
H: 1.88 0.42 -1.71
H: -2.71 3.51 0.11
H: -1.37 3.73 1.41
H: -1.12 5.17 -0.79
H: 1.18 3.68 0.74
H: 1.62 4.15 -1.12
H: 1.04 5.46 0.11
C: 3.12 -5.66 -2.63
Br: 3.19 -4.02 -3.67
Br: 1.79 -6.90 -3.33
Br: 4.87 -6.49 -2.47
H: 2.80 -5.39 -1.62

Calculated values
Net charge: +1
Highest occupied orbital energy in eV: -12.2
Frontier orbital gap in Eh: 0.24907
LUMO in eV: -5.409
E_tot in eV: -283655.8652
2S+1: 1

Here are the natural (NBO) charges for atoms 1 to 4, given in e: C -0.6624; C 0.1047; O -0.7206; C -0.2731

7.
This record from OMol25 describes a 2-piece molecular cluster, C6H14O2 overall in a non-equilibrium geometry. The level of theory is ωB97M-V/def2-TZVPD.

Positions of all 22 atoms, in Å:
C: -2.35 -0.28 -1.05
C: -2.32 -0.24 0.47
C: -1.22 0.68 1.11
C: 2.09 -1.10 0.14
O: 3.26 -0.37 0.52
C: 0.89 -0.71 0.91
C: 0.07 0.35 0.50
H: -1.42 -0.45 -1.58
H: -2.79 0.64 -1.45
H: -3.03 -1.08 -1.35
H: -3.28 0.01 0.92
H: -2.08 -1.26 0.82
H: -1.22 0.48 2.18
H: -1.51 1.72 1.00
H: 1.99 -0.87 -0.92
H: 2.30 -2.16 0.32
H: 3.32 -0.28 1.48
H: 0.60 -1.18 1.84
H: 0.36 0.80 -0.46
H: 2.24 1.81 -2.55
H: 2.29 1.45 -1.12
O: 1.81 2.04 -1.71

Calculated values
Net charge: +1
Highest occupied orbital energy (alpha / beta) in eV: -15.2 / -15.2
Frontier orbital gap (alpha / beta) in Eh: 0.37593 / 0.23841
LUMO (alpha / beta) in eV: -4.964 / -8.704
ΔE to the lowest compared entry with this formula, charge and spin in eV: 1.1962
⟨S²⟩: 0.75
E_tot in eV: -10533.9710
2S+1: 2

Here are the natural (NBO) charges for atoms 1 to 4, given in e: C -0.6332; C -0.3426; C -0.5114; C -0.1647

8.
This record from OMol25 describes C44H70Ge2NO5PbSSe as an isolated structure in a non-equilibrium geometry. The level of theory is ωB97M-V/def2-TZVPD.

Positions of all 125 atoms, in Å:
Pb: -0.93 -0.85 1.59
C: 3.91 -0.53 -4.65
C: 4.25 0.62 -3.73
C: 3.77 1.96 -4.32
C: 5.76 0.74 -3.65
C: 3.50 0.32 -2.41
C: 2.11 0.29 -2.36
C: 1.46 0.00 -1.16
Se: -0.45 -0.18 -1.16
C: -0.48 -2.09 -1.58
C: -0.45 -2.46 -2.93
C: -0.49 -3.77 -3.34
C: -0.64 -4.75 -2.34
C: -0.73 -4.43 -0.98
C: -0.61 -3.09 -0.59
O: -0.60 -2.80 0.67
C: -0.91 -5.49 0.13
C: 0.24 -5.57 1.14
C: -2.20 -5.20 0.85
C: -1.03 -6.87 -0.48
C: -0.41 -4.10 -4.82
C: -1.56 -3.35 -5.54
C: 0.94 -3.58 -5.35
C: -0.53 -5.59 -5.13
C: 2.16 -0.32 0.02
O: 1.51 -0.74 1.07
C: 3.58 -0.19 0.00
C: 4.19 0.11 -1.20
C: 4.42 -0.43 1.30
C: 3.94 0.45 2.47
C: 5.90 -0.12 1.10
C: 4.39 -1.96 1.65
H: 4.43 -0.34 -5.61
H: 4.36 -1.47 -4.32
H: 2.85 -0.70 -4.82
H: 4.41 2.30 -5.13
H: 2.73 1.89 -4.71
H: 3.82 2.75 -3.55
H: 6.15 0.98 -4.62
H: 6.02 1.57 -2.98
H: 6.28 -0.17 -3.25
H: 1.50 0.54 -3.22
H: -0.43 -1.68 -3.68
H: -0.76 -5.79 -2.65
H: 0.51 -4.59 1.59
H: -0.09 -6.22 1.96
H: 1.12 -6.00 0.65
H: -2.14 -4.24 1.36
H: -3.07 -5.16 0.18
H: -2.40 -6.00 1.58
H: -0.11 -7.19 -0.97
H: -1.29 -7.56 0.32
H: -1.82 -6.90 -1.24
H: -1.49 -2.28 -5.35
H: -1.50 -3.50 -6.62
H: -2.54 -3.64 -5.16
H: 0.98 -2.47 -5.28
H: 1.78 -4.01 -4.78
H: 1.05 -3.85 -6.41
H: -1.41 -6.08 -4.81
H: -0.47 -5.75 -6.20
H: 0.34 -6.13 -4.74
H: 5.27 0.21 -1.21
H: 4.43 1.41 2.34
H: 2.87 0.55 2.47
H: 4.31 0.02 3.43
H: 6.04 0.92 0.79
H: 6.46 -0.21 2.07
H: 6.41 -0.75 0.38
H: 3.37 -2.31 1.83
H: 4.84 -2.52 0.84
H: 4.95 -2.19 2.57
C: 1.96 3.30 1.15
C: 0.75 2.58 1.71
Ge: -0.93 3.37 1.10
C: -0.88 3.54 -0.89
C: -0.92 4.97 -1.37
C: -1.38 5.00 2.11
C: -2.45 4.73 2.87
Ge: -2.90 2.76 2.46
C: -4.71 2.32 1.82
C: -5.79 1.99 2.85
C: -2.41 1.56 3.93
C: -3.13 1.90 5.25
C: -3.06 5.63 3.86
C: -2.56 6.91 4.07
C: -3.14 7.77 5.02
C: -4.24 7.35 5.75
C: -4.79 6.09 5.48
C: -4.20 5.27 4.57
H: 2.89 3.04 1.65
H: 1.81 4.39 1.25
H: 2.09 3.07 0.10
H: 0.70 2.57 2.78
H: 0.73 1.55 1.33
H: -1.73 2.92 -1.28
H: 0.04 3.02 -1.17
H: -1.79 5.45 -0.93
H: -1.07 5.08 -2.45
H: -0.03 5.54 -1.08
H: -0.80 5.92 2.18
H: -4.55 1.45 1.17
H: -5.00 3.13 1.16
H: -5.51 1.12 3.46
H: -6.77 1.75 2.38
H: -5.99 2.81 3.56
H: -1.31 1.54 3.96
H: -2.69 0.57 3.58
H: -2.74 2.87 5.60
H: -3.00 1.13 6.03
H: -4.18 2.02 5.09
H: -1.71 7.24 3.49
H: -2.72 8.75 5.11
H: -4.70 8.01 6.46
H: -5.66 5.76 6.07
H: -4.65 4.30 4.34
O: 1.36 -1.70 3.52
H: 1.68 -1.44 2.64
H: 2.08 -2.10 4.01
O: -3.88 -1.81 2.75
S: -3.98 -1.72 1.28
N: -3.01 -1.02 0.43
O: -4.55 -0.35 -2.63
H: -4.35 -1.19 -3.01
H: -3.98 -0.25 -1.86

Calculated values
Net charge: -1
Highest occupied orbital energy in eV: -4.9
Frontier orbital gap in Eh: 0.26662
LUMO in eV: 2.332
ΔE to the lowest compared entry with this formula, charge and spin in eV: 0.0165
E_tot in eV: -252955.1817
2S+1: 1

Here are the Löwdin charges for atoms 1 to 4, given in e: Pb 1.2350; C -0.0613; C -0.5700; C -0.0555